DFT (the ωB97M-V functional and the def2-TZVPD basis) results for a 7-piece molecular cluster, C51H115N6O4 overall at a distorted geometry.

Values from the calculation:
- orbital gap (hartree) = 0.361
- total charge = +5
- LUMO level (eV) = -9.37
- maximum force (eV/A) = 6.67

```
176
Properties=species:S:1:pos:R:3:forces:R:3
C -0.51300 -5.16069 0.63244 0.7 0.5 0.9
C -0.11526 -4.49906 1.99300 -0.6 -2.2 0.3
C -1.16868 -3.48568 2.40873 1.4 -0.3 0.1
N -1.04444 -2.90997 3.89183 -1.8 0.7 -3.1
C -1.41731 -4.00280 4.90237 1.2 0.4 -0.7
C -1.62188 -3.42826 6.29063 -0.1 0.5 0.4
C -2.43559 -2.10583 6.42285 0.1 -0.3 -0.9
C -2.08544 -1.08458 5.32849 0.0 -0.8 -1.2
C -2.11383 -1.78230 3.88635 0.7 0.1 3.4
C 0.30084 -2.26111 4.05845 0.0 -0.9 -0.4
H -1.44113 -5.72741 0.70654 -0.2 0.4 -0.2
H 0.24322 -5.89566 0.35668 0.1 0.1 0.0
H -0.49352 -4.35840 -0.10517 -0.5 -0.2 -0.4
H 0.91758 -4.16463 1.89547 -0.2 0.5 0.2
H -0.13968 -5.31330 2.71723 0.4 -0.1 0.2
H -2.15767 -3.93180 2.30393 0.0 0.1 0.3
H -0.99928 -2.77095 1.60340 -0.6 1.3 0.8
H -2.18332 -4.64350 4.46554 -0.4 0.5 0.1
H -0.52171 -4.62408 4.89745 0.0 -0.2 0.3
H -2.06771 -4.21325 6.90147 0.0 0.0 0.1
H -0.61244 -3.28884 6.67753 -0.1 0.2 0.3
H -3.50506 -2.29579 6.33206 -0.1 -0.3 0.3
H -2.25162 -1.60629 7.37402 -0.1 -0.4 0.1
H -2.89363 -0.35617 5.26253 0.3 0.4 0.3
H -1.13256 -0.63109 5.60138 -0.1 0.4 -0.5
H -3.11503 -2.20602 3.96490 0.1 -0.5 -0.9
H -1.96679 -1.09602 3.05239 0.3 -0.3 0.0
H 0.37262 -1.49305 3.28836 -0.3 0.6 0.4
H 1.07781 -2.95866 3.74565 -0.1 -0.4 0.5
H 0.43948 -1.97298 5.10050 0.1 0.2 -0.4
C -4.95496 1.02642 3.06085 -0.9 -0.9 -0.5
C -6.27606 0.51503 2.31350 1.1 -0.6 -0.6
C -6.12034 -0.87242 1.56285 0.4 0.8 2.1
N -5.65494 -0.87595 0.14121 -1.7 -1.5 -1.5
C -4.31646 -0.11464 -0.04996 0.4 -0.7 -0.9
C -3.66233 -0.36177 -1.50771 -2.1 -0.2 1.8
C -3.58884 -1.85907 -1.72617 -0.9 -0.8 -0.6
C -4.89217 -2.70393 -1.51457 0.4 1.5 -0.4
C -5.55361 -2.39517 -0.18713 1.8 -0.2 -0.4
C -6.73483 -0.43860 -0.84868 0.0 2.1 -0.4
H -5.13429 0.96541 4.13427 -0.2 0.8 0.0
H -4.60838 1.99193 2.69238 -0.5 0.1 0.5
H -4.08799 0.36934 2.99224 0.0 -0.4 -0.6
H -6.67348 1.22428 1.58746 0.3 0.3 0.1
H -7.06966 0.44389 3.05731 0.1 -0.3 -0.1
H -6.97798 -1.52612 1.72168 -0.5 0.4 -0.8
H -5.37519 -1.46333 2.09547 0.4 0.2 0.0
H -3.69071 -0.54034 0.73446 0.2 0.0 0.0
H -4.49453 0.93556 0.18124 -0.2 -0.1 -0.1
H -2.68384 0.06951 -1.71901 -0.1 0.3 0.9
H -4.35831 0.11252 -2.19964 0.1 -0.1 -0.3
H -2.86536 -2.34299 -1.07005 0.6 0.3 -0.1
H -3.31290 -1.95488 -2.77631 0.3 -0.5 0.1
H -4.59344 -3.75045 -1.45424 -0.3 0.0 -0.3
H -5.60427 -2.54380 -2.32412 0.2 -0.2 -0.2
H -4.85514 -2.84460 0.51874 -0.4 0.2 0.7
H -6.51788 -2.90337 -0.18377 -0.1 0.6 0.6
H -7.72237 -0.89996 -0.85099 0.5 -1.1 0.6
H -6.33182 -0.44077 -1.86144 0.0 -0.4 0.2
H -7.03565 0.59850 -0.70026 0.5 0.3 0.4
C 4.05171 -3.10066 -2.81386 0.9 1.0 0.3
C 2.63660 -3.54834 -3.03586 -0.7 -0.9 -0.8
C 1.93162 -2.91964 -4.24500 0.0 0.3 1.4
N 0.45637 -3.39257 -4.42548 0.0 -0.7 -0.2
C -0.46771 -2.62469 -3.44540 0.5 1.3 -1.6
C -0.67686 -1.16819 -3.93158 -0.1 -0.2 -0.3
C -1.23030 -1.15157 -5.38222 1.2 0.2 1.3
C -0.14762 -1.75432 -6.29845 -1.4 1.5 0.9
C 0.09130 -3.16821 -5.92348 -0.4 -0.8 0.7
C 0.24331 -4.94206 -4.11191 1.3 1.2 -0.9
H 4.45063 -3.51399 -1.88751 0.1 -0.7 -0.3
H 4.23527 -2.04476 -2.61517 -0.7 0.5 -0.2
H 4.71221 -3.29173 -3.65964 0.0 -0.5 0.1
H 2.02512 -3.43324 -2.14091 0.0 0.1 0.1
H 2.69434 -4.60864 -3.28189 0.1 -0.2 0.4
H 2.55611 -3.04119 -5.13006 -0.6 -0.4 -0.3
H 1.91838 -1.85343 -4.01891 -0.5 0.1 -0.4
H 0.02684 -2.68437 -2.47589 -0.5 -0.1 0.1
H -1.48318 -3.00428 -3.55873 0.4 -0.9 0.5
H 0.23180 -0.56936 -3.86962 0.2 0.0 -0.1
H -1.39899 -0.62919 -3.31829 0.0 -0.4 0.4
H -1.41839 -0.09894 -5.59363 -0.2 -0.2 -0.5
H -2.16464 -1.71277 -5.39477 -0.1 0.0 -0.3
H 0.74523 -1.14770 -6.14703 0.1 0.0 -0.6
H -0.57364 -1.66233 -7.29752 0.7 -0.3 -0.3
H 0.89735 -3.56730 -6.53921 -0.2 -0.5 0.3
H -0.85084 -3.70440 -6.03733 0.2 -0.3 -0.3
H 0.64642 -5.14544 -3.11982 -0.3 0.1 -0.2
H 0.83165 -5.45934 -4.86978 0.2 -0.1 0.2
H -0.77725 -5.29645 -4.25666 -0.1 0.7 0.2
C 1.07809 1.80263 4.26452 0.4 1.0 0.6
C -0.30340 2.31602 3.84387 -1.4 0.2 0.0
C -0.25330 3.39106 2.75994 -0.8 -0.3 -1.4
N -1.61957 3.83428 2.12568 -0.7 -1.7 0.2
C -1.39209 4.93912 1.07646 0.8 1.0 1.2
C -0.85186 6.28131 1.81578 -1.4 -0.8 0.4
C -1.89640 6.69531 2.91173 1.2 0.9 0.3
C -2.21442 5.60862 3.88938 -0.8 -2.4 -0.5
C -2.67666 4.32637 3.13025 0.6 0.8 -0.1
C -2.30300 2.58476 1.39827 1.0 1.4 0.6
H 1.84457 1.76840 3.49029 -0.4 0.4 -0.3
H 1.19044 0.83440 4.75240 -0.9 -0.1 0.0
H 1.38896 2.52610 5.01822 0.6 -0.1 0.0
H -0.83264 2.85655 4.62861 0.5 -0.2 0.8
H -1.01682 1.51439 3.65278 0.3 -0.2 -0.7
H 0.23346 3.01548 1.85987 0.5 0.1 0.1
H 0.21002 4.30488 3.13190 0.1 -0.2 -0.1
H -0.76058 4.54100 0.28223 0.5 -0.1 0.4
H -2.35073 5.06731 0.57379 -0.2 0.4 0.4
H 0.11800 6.20348 2.30713 0.0 -0.9 0.0
H -0.62425 7.13385 1.17588 -0.7 -0.3 -0.6
H -1.42459 7.39201 3.60463 0.1 0.8 -0.7
H -2.76686 7.19802 2.49022 -0.1 -0.3 -0.1
H -1.37399 5.37899 4.54441 0.4 -0.1 -0.2
H -2.98268 5.83365 4.62914 -0.3 0.4 -0.4
H -3.00405 3.51927 3.78563 0.4 -0.1 -0.1
H -3.50418 4.55482 2.45859 -0.3 0.2 0.3
H -3.19644 2.97696 0.91243 0.2 0.1 -0.2
H -2.62240 1.82155 2.10791 0.4 0.4 0.2
H -1.58106 2.15196 0.70574 -0.1 0.2 0.0
C 6.04925 2.21986 -5.40393 0.0 0.5 -0.6
C 5.41974 3.49433 -4.77105 -0.4 -0.5 0.0
C 3.89885 3.55110 -5.00735 -0.8 -0.7 0.8
N 2.97791 4.27689 -3.91598 3.0 -0.5 -1.6
C 1.55517 3.76846 -4.05717 -0.5 -0.3 1.9
C 1.33763 2.33842 -3.55364 0.2 -1.0 0.0
C 2.05435 1.94378 -2.25424 0.1 1.1 0.0
C 3.45649 2.55990 -2.14366 0.9 -1.1 0.0
C 3.54595 4.02280 -2.49160 -3.0 0.2 -1.2
C 3.04343 5.76863 -4.28588 -1.5 -0.9 -0.1
H 5.84663 1.36348 -4.76076 0.1 0.0 0.1
H 7.12563 2.37922 -5.46792 0.0 -0.2 0.1
H 5.71181 1.92760 -6.39833 -0.1 0.4 -0.1
H 5.86265 4.45344 -5.03944 0.3 -0.3 -0.2
H 5.70891 3.24507 -3.75010 -0.5 0.9 0.4
H 3.52097 2.53064 -5.07042 0.0 -0.1 0.4
H 3.57516 3.97881 -5.95625 0.4 0.3 0.0
H 1.12877 3.70933 -5.05856 0.6 1.1 -0.2
H 0.99844 4.41577 -3.37957 -0.3 0.4 -0.5
H 1.49138 1.72893 -4.44414 0.8 -0.7 0.3
H 0.30061 2.08022 -3.33915 -0.4 0.9 -0.3
H 2.01127 0.87535 -2.04283 0.5 -0.2 -0.5
H 1.45613 2.32162 -1.42510 -0.2 0.4 0.1
H 4.14481 1.96659 -2.74557 0.2 0.0 0.0
H 3.79427 2.48305 -1.11017 0.1 0.0 0.0
H 4.47297 4.58194 -2.36472 -0.2 -0.3 0.0
H 2.69094 4.43297 -1.95419 0.5 0.8 0.8
H 4.00558 6.28080 -4.29244 0.2 -0.8 0.2
H 2.35187 6.28233 -3.61808 0.1 0.1 -0.1
H 2.63278 5.72170 -5.29448 0.0 0.7 0.1
C 3.89259 0.10171 2.69994 0.2 -0.6 -0.5
N 4.40196 -0.76014 1.48857 -0.2 0.0 2.0
C 3.59787 -2.03537 1.38871 0.0 -0.2 -0.7
C 4.18052 0.08404 0.25905 0.2 -1.2 -0.1
C 5.85257 -1.21488 1.67904 0.5 1.4 1.0
C 6.24811 -1.38441 3.17275 -0.5 -1.6 -0.3
O 5.35622 -2.33105 3.82826 0.4 1.0 -0.4
H 4.35958 1.08411 2.62979 -0.5 0.1 -0.4
H 4.14043 -0.21439 3.71323 0.3 -0.9 -0.5
H 2.80798 0.02374 2.62485 0.0 0.7 -0.3
H 4.01469 -2.52266 0.50729 -0.2 -0.2 0.0
H 2.53226 -1.88162 1.21862 0.0 0.5 0.0
H 3.74639 -2.69144 2.24640 0.1 0.5 0.0
H 3.14192 0.41469 0.26787 0.1 0.0 0.0
H 4.34837 -0.59955 -0.57319 -0.2 0.2 -0.2
H 4.90339 0.89395 0.16112 -0.1 0.0 0.5
H 6.49337 -0.47345 1.20183 0.0 0.2 0.2
H 6.08809 -2.14849 1.16816 -0.7 -0.1 -0.1
H 6.27415 -0.53437 3.85456 -0.1 0.2 -0.6
H 7.26074 -1.78277 3.10955 0.1 0.0 0.3
H 5.37914 -3.17700 3.37500 0.4 -0.3 0.1
O -0.46853 0.62933 -0.65368 -0.9 1.3 -0.1
C 0.08854 -0.27234 0.13593 2.3 -1.8 6.0
O 0.67827 -1.18620 -0.47225 0.3 -1.1 -1.4
O 0.17196 -0.16266 1.41010 -1.3 0.8 -1.6
H 0.02771 0.15328 -1.32356 -0.3 0.6 -2.9
```
Positions in Å, forces in eV/Å.